<a>
# C3H3NO3

A cluster of 2 separate species, C3H3NO3 in total (wB97M-V/def2-TZVPD, OMol25).

Highest occupied orbital energy, eV: -9.7788
Molar mass, g/mol: 101.061

Each line ends with the natural charge from an NBO analysis.
CARTESIAN COORDINATES (ANGSTROEM)
N1 -0.088 -1.720 1.088  -0.67
C1 -0.103 -0.910 0.103  0.41
O1 -1.006 -0.606 -0.763  -0.70
C2 -0.556 1.489 -0.675  0.69
O2 -0.719 2.427 -0.063  -0.41
C3 1.163 -0.204 0.171  0.40
O3 1.287 0.912 -0.254  -0.48
H1 -1.036 -2.017 1.300  0.35
H2 -0.938 1.241 -1.626  0.22
H3 2.026 -0.579 0.682  0.18

=====

<b>
# C3H3NO3

A structure of composition C3H3NO3 (wB97M-V/def2-TZVPD, OMol25).

Highest occupied orbital energy, eV: -8.6279
Molar mass, g/mol: 101.061

Each line ends with the natural charge from an NBO analysis.
CARTESIAN COORDINATES (ANGSTROEM)
N1 0.782 0.343 0.224  -0.18
C1 -0.067 -1.393 0.051  0.91
C2 -1.380 -0.014 0.045  -0.13
C3 -0.386 0.950 0.103  0.00
O1 -1.016 -1.182 -0.801  -0.45
O2 1.857 0.989 -0.406  -0.55
O3 0.498 -2.316 0.515  -0.51
H1 2.630 0.549 -0.025  0.48
H2 -2.435 0.044 0.242  0.22
H3 -0.483 2.029 0.054  0.21

=====

Structures ranked by computed energy, the most stable listed first: <a>, <b>.

=====

<a>
# C3H3NO3

A structure of composition C3H3NO3 (wB97M-V/def2-TZVPD, OMol25).

Highest occupied orbital energy, eV: -8.9053
Molar mass, g/mol: 101.061

Each line ends with the natural charge from an NBO analysis.
CARTESIAN COORDINATES (ANGSTROEM)
C1 0.525 1.260 0.383  0.80
C2 -0.339 0.860 -0.653  -0.56
C3 -0.582 -0.344 0.238  -0.29
N1 0.299 -1.396 0.126  0.49
O1 1.297 -1.225 -0.577  -0.49
O2 1.211 1.562 1.257  -0.36
O3 0.048 -2.429 0.727  -0.42
H1 -1.189 1.518 -0.806  0.29
H2 0.141 0.623 -1.605  0.31
H3 -1.410 -0.429 0.912  0.24

=====

<b>
# C3H3NO3

An isolated molecule of C3H3NO3 (wB97M-V/def2-TZVPD, OMol25).

Highest occupied orbital energy, eV: -9.4237
Molar mass, g/mol: 101.061

Each line ends with the natural charge from an NBO analysis.
CARTESIAN COORDINATES (ANGSTROEM)
N1 -0.700 -1.329 -0.599  -0.64
C1 -0.180 -0.200 -0.618  0.78
O1 -0.342 0.926 0.155  -0.51
C2 -0.836 0.800 1.421  0.66
O2 -1.095 -0.231 1.970  -0.54
C3 1.939 -0.168 -0.993  0.12
O3 0.783 0.073 -1.591  -0.48
H1 -1.273 -1.490 0.223  0.39
H2 -0.965 1.798 1.860  0.14
H3 2.669 -0.179 -1.827  0.09

=====

<c>
# C3H3NO3

A cluster of 2 separate species, C3H3NO3 in total (wB97M-V/def2-TZVPD, OMol25).

Highest occupied orbital energy, eV: -9.3710
Molar mass, g/mol: 101.061

Each line ends with the natural charge from an NBO analysis.
CARTESIAN COORDINATES (ANGSTROEM)
C1 0.616 -0.370 0.256  0.01
C2 1.039 1.064 0.181  0.00
C3 -0.631 -0.349 0.079  0.53
H1 1.491 -2.195 0.724  0.46
H2 2.250 1.334 0.130  0.24
H3 -2.456 -0.858 -0.110  0.50
N1 0.029 1.773 -0.172  -0.13
O1 1.719 -1.253 -0.284  -0.64
O2 -1.055 0.893 -0.015  -0.32
O3 -1.618 -1.236 -0.031  -0.65

=====

Structures ranked by computed energy, the most stable listed first: <b>, <a>, <c>.